1.
A single C7H8ClIN2O molecule at a distorted geometry. Source: the Open Molecules 2025 dataset; level of theory: wB97M-V/def2-TZVPD.

XYZ file:
```
20
Properties=species:S:1:pos:R:3:mulliken_charge:R:1
C -2.21509 -1.71680 -1.23159 0.369
C -1.26383 1.70485 -0.96909 0.779
C 0.52961 -0.84128 0.84399 -0.344
C -0.66850 -1.72167 1.14074 -0.746
C 0.36734 -0.13906 -0.52726 -0.680
C -2.03601 -0.51503 -0.43345 -0.426
C -0.05455 2.57635 -1.05811 -0.774
N -2.23966 -2.61897 -1.91290 -0.442
N -1.00982 0.39049 -0.67620 0.103
O -2.32525 2.08718 -1.31467 -0.512
Cl 0.71961 2.77732 0.60537 -0.165
I -4.01869 0.22047 0.13568 0.135
H 0.75616 -0.21566 1.73193 0.284
H 1.31686 -1.59690 0.76184 0.310
H -0.53166 -2.68368 0.69178 0.331
H -1.00852 -1.72518 2.11355 0.309
H 1.24047 0.59516 -0.74771 0.362
H 0.39020 -0.96416 -1.22189 0.374
H -0.27058 3.62034 -1.27547 0.323
H 0.69938 2.31684 -1.75477 0.410
```

Calculated total energy = -1214.04109 Ha
LUMO level (spin up / spin down) = -0.6 / -0.6 eV
Energy relative to the best compared isomer or geometry (same formula, charge and spin) = 0.000 eV
Kohn-Sham gap (spin up / spin down) = 7.9960 / 7.9969 eV



2.
2 unconnected molecules or ions with the total composition C7H8ClISi at a distorted geometry. Source: the Open Molecules 2025 dataset; level of theory: wB97M-V/def2-TZVPD.

XYZ file:
```
18
Properties=species:S:1:pos:R:3:mulliken_charge:R:1
C -2.64785 0.91343 0.63769 -0.328
C -1.58030 1.19402 1.52813 -0.465
C -2.46436 0.63236 -0.71902 -0.481
C -0.24101 0.93960 1.04649 -0.400
C -1.16992 0.47929 -1.20379 -0.535
C -0.15412 0.69723 -0.27916 0.259
C 3.27583 -1.26276 -0.80106 -0.956
Si 2.37384 0.21960 -1.54863 0.515
Cl 2.16303 -0.01187 -3.60724 -0.244
I 3.37464 2.42062 -0.90242 -0.099
H -3.75526 0.95222 0.97432 0.229
H -1.60670 1.50822 2.53865 0.380
H -3.25272 0.48202 -1.30782 0.493
H 0.68231 1.09220 1.66830 0.322
H -1.17379 0.16564 -2.17774 0.390
H 4.44504 -1.26146 -0.71610 0.318
H 2.96027 -1.51451 0.33011 0.280
H 2.94028 -2.14155 -1.32929 0.322
```

Calculated total energy = -1318.87709 Ha
LUMO level = -0.4 eV
Energy relative to the best compared isomer or geometry (same formula, charge and spin) = 0.318 eV
Kohn-Sham gap = 7.7622 eV